# 1
# C3H5NO2

C3H5NO2 in the gas phase (ωB97M-V with the def2-TZVPD basis set, the OMol25 dataset).

Cartesian coordinates (Å):
C1 -1.295218 -0.706226 0.822343
C2 -0.348703 0.298791 0.236910
N1 -0.680546 1.457816 -0.109495
O1 0.942237 -0.258492 0.156519
C3 1.741387 -0.011663 -0.902688
O2 1.548902 0.779669 -1.783774
H1 -1.352204 -0.600785 1.909618
H2 -0.973249 -1.725804 0.599700
H3 -2.287686 -0.530044 0.407360
H4 0.098875 1.979798 -0.503804
H5 2.606206 -0.683056 -0.832686

Cartesian forces, eV/Å:
-0.1 0.0 0.0
-0.3 0.2 0.0
0.2 -0.3 0.1
0.0 -0.1 -0.1
0.0 0.4 -0.4
0.1 -0.4 0.5
0.1 0.0 -0.1
0.0 0.2 0.0
0.1 0.0 0.1
-0.1 0.0 0.0
0.0 0.1 0.0

The value obtained for the relative energy (zero: lowest compared OMol25 entry of this formula, charge and spin) is 85.5 kJ/mol. Its SMILES is [H]/N=C(/C)OC=O. As for the total charge: 0.

natural (NBO) atomic charge list, values in e, 5 entries: C -0.69; C 0.55; N -0.63; O -0.53; C 0.65

---

# 2
# C3H4O2

C3H4O2 in the gas phase at a distorted geometry (ωB97M-V with the def2-TZVPD basis set, the OMol25 dataset).

Cartesian coordinates (Å):
O1 -2.132957 1.341536 -0.461627
C1 -1.114435 0.762650 -0.229773
C2 -0.254034 -0.650676 0.432154
C3 0.912512 0.119856 -0.060103
O2 0.147199 0.997689 -0.890262
H1 -0.555808 -1.373847 -0.334197
H2 -0.029021 -1.213236 1.370363
H3 1.532211 -0.646541 -0.526116
H4 1.494334 0.662569 0.699560

Cartesian forces, eV/Å:
1.9 -1.4 0.9
1.2 -0.6 -0.6
-1.2 0.8 0.0
0.3 -0.7 0.1
-1.2 0.3 0.6
0.1 0.0 0.2
-1.3 0.9 -0.1
0.5 0.8 -0.9
-0.3 -0.1 -0.3

The value obtained for the relative energy (zero: lowest compared OMol25 entry of this formula, charge and spin) is 182.4 kJ/mol. Its SMILES is O=C1CCO1. As for the total charge: 0.

natural (NBO) atomic charge list, values in e, 5 entries: O -0.52; C 0.81; C -0.50; C -0.10; O -0.52

---

# 3
# C9H14O

2 unconnected molecules or ions with the total composition C9H14O at a distorted geometry (ωB97M-V with the def2-TZVPD basis set, the OMol25 dataset).

Cartesian coordinates (Å):
C1 1.864549 2.607168 0.835292
C2 1.893161 1.777130 -0.412010
H1 2.422333 2.117268 1.731855
H2 2.081826 3.585470 0.662037
H3 0.806729 3.026030 1.044682
H4 1.881083 2.397169 -1.251514
H5 1.130793 0.999785 -0.594825
H6 2.723131 1.160831 -0.507687
C3 -1.988993 1.667730 0.828525
C4 -1.662355 -0.215964 -0.791121
C5 -1.284644 0.387326 0.461831
C6 -0.891047 -1.282423 -1.294539
C7 -0.197478 -0.172606 1.138460
C8 0.108443 -1.824264 -0.449674
C9 0.583675 -1.323473 0.657351
O1 0.693815 -2.883273 -1.080881
H7 -2.476980 0.331624 -1.308906
H8 -1.014294 -1.481462 -2.306944
H9 -2.075588 1.690689 1.856657
H10 -3.167988 1.445063 0.599548
H11 0.158437 0.220510 1.977085
H12 1.440879 -1.653433 1.242826
H13 1.652894 -3.098318 -0.808714
H14 -1.665630 2.601209 0.466260

Cartesian forces, eV/Å:
-2.3 -1.9 2.1
-1.4 -0.9 0.0
-1.3 1.3 -1.4
2.7 2.6 -0.6
0.7 -2.0 0.5
0.0 1.0 -1.5
-0.3 0.8 0.6
2.2 -0.7 0.1
-3.8 -2.9 -0.6
1.3 0.1 0.8
0.9 -0.9 -1.3
-1.6 2.8 2.9
-0.7 -2.3 -3.6
0.2 -2.0 -4.6
-1.7 3.8 3.7
2.6 -1.7 -0.1
0.7 -0.8 -0.1
0.0 -1.3 -1.4
0.3 0.5 2.5
2.7 1.0 0.0
1.2 2.0 3.5
-0.3 -0.2 -0.4
-2.4 0.8 -0.2
0.5 0.9 -0.8

The value obtained for the relative energy (zero: lowest compared OMol25 entry of this formula, charge and spin) is 259.2 kJ/mol. Its SMILES is Cc1ccc(O)cc1.CC. As for the total charge: 0.

natural (NBO) atomic charge list, values in e, 5 entries: C -0.63; C -0.63; H 0.21; H 0.21; H 0.20

---

# 4
# C2H6FN3

C2H6FN3 in the gas phase at a distorted geometry (ωB97M-V with the def2-TZVPD basis set, the OMol25 dataset).

Cartesian coordinates (Å):
C1 -0.289792 0.254003 -0.000014
C2 -1.501709 -0.630559 0.014423
H1 1.987106 0.889398 -0.656903
H2 2.519584 0.245022 0.719518
H3 1.066449 -1.527960 0.069988
H4 -1.061145 1.980999 0.075488
H5 -1.627318 -1.025088 1.040358
H6 -1.370914 -1.412867 -0.770034
N1 2.154878 0.053918 -0.189315
N2 0.886975 -0.533203 -0.108291
N3 -0.159071 1.498741 0.003180
F1 -2.605044 0.207593 -0.198394

Cartesian forces, eV/Å:
2.4 -2.4 0.0
-0.4 0.8 0.5
0.2 2.0 -0.9
0.1 0.5 0.8
-1.5 0.7 -0.2
0.3 -0.3 -0.2
0.1 -0.3 -0.6
-0.6 0.6 0.6
0.0 -1.4 -0.1
0.0 -0.7 0.3
-0.7 1.2 0.2
0.2 -0.8 -0.3

The value obtained for the relative energy (zero: lowest compared OMol25 entry of this formula, charge and spin) is 46.2 kJ/mol. Its SMILES is [H]/N=C(\CF)NN. As for the total charge: 0.

natural (NBO) atomic charge list, values in e, 5 entries: C 0.38; C -0.02; H 0.37; H 0.34; H 0.39

---

Number 1: DFT total energy -8776.80895 eV. Number 2: DFT total energy -7268.79534 eV. Number 3: DFT total energy -11604.95068 eV. Number 4: DFT total energy -9357.60283 eV.